w:
14
Properties=species:S:1:pos:R:3 method="wB97M-V/def2-TZVPD" gap_ha=0.3592 total_charge=0 homo_energy_ev=-9.058 lumo_energy_ev=0.72 smiles=OC(CS)CS mol_weight_g_mol=124.23
O 0.62 -0.68 1.44
C 0.36 0.30 0.42
C 0.50 -0.25 -1.00
S 2.21 -0.65 -1.43
C -1.15 0.72 0.72
S -2.44 -0.61 1.19
H 1.55 -1.04 1.23
H 1.09 1.17 0.57
H -0.04 0.26 -1.75
H 0.04 -1.20 -0.91
H 2.54 0.52 -1.87
H -1.14 1.26 1.63
H -1.57 1.29 -0.14
H -2.57 -1.08 -0.09

***

x:
14
Properties=species:S:1:pos:R:3 method="wB97M-V/def2-TZVPD" gap_ha=0.3031 total_charge=0 homo_energy_ev=-8.714 lumo_energy_ev=-0.46 smiles="S=CS.CCO" mol_weight_g_mol=124.23
S -0.43 -2.87 0.96
C -0.82 -2.90 -0.68
S 0.06 -1.84 -1.85
H -1.58 -3.55 -1.19
H 0.75 -1.10 -1.03
C 0.26 2.16 -0.21
C -0.05 1.09 0.80
O 0.81 0.00 0.67
H -0.73 2.75 -0.18
H 1.17 2.72 0.04
H 0.47 1.73 -1.15
H -1.05 0.74 0.55
H 0.10 1.56 1.79
H 1.05 -0.49 1.49

***

Stability ranking, top and bottom: w is the most stable and x is the least stable.

***

w:
15
Properties=species:S:1:pos:R:3 method="wB97M-V/def2-TZVPD" gap_ha=0.4017 total_charge=+1 homo_energy_ev=-14.430 lumo_energy_ev=-3.50 smiles="N/C=N/[N@H+](N)ON" mol_weight_g_mol=106.11
N 0.34 0.43 2.45
C 0.43 -0.21 1.30
N -0.65 -0.39 0.53
N -0.70 -0.74 -0.73
N 0.56 -1.82 -1.23
O -0.63 0.33 -1.63
N -0.38 1.67 -1.04
H 1.14 0.33 3.15
H -0.44 0.89 2.87
H 1.39 -0.62 1.22
H -1.58 -1.23 -0.78
H 0.28 -2.02 -2.16
H 1.18 -0.99 -1.24
H 0.25 2.13 -1.69
H -1.21 2.24 -1.02

***

x:
15
Properties=species:S:1:pos:R:3 method="wB97M-V/def2-TZVPD" gap_ha=0.3399 total_charge=+1 homo_energy_ev=-13.857 lumo_energy_ev=-4.61 mol_weight_g_mol=106.11
C 0.54 -1.78 0.24
N 1.24 -0.72 0.00
N -0.82 -1.82 0.29
N 2.15 1.25 -0.38
N -1.54 0.84 -0.38
N 1.39 0.44 0.28
O -1.18 1.46 0.86
H 1.14 -2.61 0.40
H -1.34 -2.64 -0.04
H -1.19 -0.84 0.17
H 2.32 2.14 0.00
H 2.41 1.31 -1.37
H -2.64 0.82 -0.41
H -1.27 1.51 -1.12
H -1.21 0.63 1.45

***

y:
15
Properties=species:S:1:pos:R:3 method="wB97M-V/def2-TZVPD" gap_ha=0.3687 total_charge=+1 homo_energy_ev=-13.819 lumo_energy_ev=-3.79 mol_weight_g_mol=106.11
C 1.33 -1.20 -0.81
N 1.71 0.01 -0.91
N 0.42 -1.69 0.02
N 1.74 2.19 -1.29
N -1.41 -0.09 1.45
N 2.05 1.17 -0.67
O -1.87 0.41 0.17
H 1.88 -1.91 -1.25
H 0.24 -2.74 -0.06
H -0.31 -1.20 0.56
H 2.31 3.04 -1.13
H 0.99 2.25 -1.91
H -1.08 0.72 1.94
H -2.19 -0.25 2.06
H -1.88 -0.37 -0.42

***

Stability ranking, top and bottom: y is the most stable and w is the least stable.

***

w:
63
Properties=species:S:1:pos:R:3 method="wB97M-V/def2-TZVPD" gap_ha=0.3478 total_charge=0 homo_energy_ev=-8.656 lumo_energy_ev=0.81 smiles=c1ccc(CN2CCOCCOCCOCCOCCOCCOCC2)cc1 mol_weight_g_mol=397.51
C 5.35 3.27 -4.06
C 4.00 3.13 -3.79
C 3.52 1.96 -3.24
C 4.39 0.92 -2.94
C 3.84 -0.35 -2.34
N 2.90 -0.06 -1.27
C 3.52 0.54 -0.11
C 2.56 1.47 0.62
O 1.59 0.73 1.33
C 0.69 1.55 2.04
C -0.40 0.69 2.67
O -1.20 1.53 3.47
C -2.44 0.98 3.84
C -3.53 1.24 2.78
O -4.78 0.73 3.18
C -5.02 -0.62 2.81
C -5.70 -0.69 1.43
O -5.96 -2.02 1.03
C -5.04 -2.60 0.13
C -3.66 -2.90 0.73
O -2.81 -1.77 0.78
C -2.05 -1.53 -0.38
C -0.75 -2.37 -0.39
O -0.06 -2.28 -1.61
C 0.76 -1.14 -1.79
C 2.04 -1.19 -0.95
C 5.74 1.07 -3.20
C 6.22 2.24 -3.76
H 5.73 4.19 -4.49
H 3.32 3.94 -4.02
H 2.47 1.84 -3.03
H 4.67 -0.99 -1.99
H 3.31 -0.90 -3.12
H 4.36 1.15 -0.46
H 3.91 -0.21 0.59
H 2.07 2.13 -0.11
H 3.13 2.10 1.33
H 1.21 2.11 2.83
H 0.22 2.29 1.36
H -0.99 0.20 1.89
H 0.07 -0.10 3.28
H -2.74 1.48 4.77
H -2.36 -0.10 4.03
H -3.66 2.32 2.65
H -3.22 0.80 1.82
H -5.70 -1.03 3.56
H -4.09 -1.19 2.80
H -5.08 -0.18 0.69
H -6.67 -0.19 1.49
H -5.51 -3.53 -0.18
H -4.92 -1.95 -0.75
H -3.19 -3.70 0.14
H -3.78 -3.25 1.75
H -1.80 -0.46 -0.37
H -2.62 -1.75 -1.29
H -0.13 -2.07 0.46
H -1.01 -3.42 -0.27
H 0.21 -0.22 -1.55
H 1.00 -1.14 -2.85
H 2.55 -2.15 -1.12
H 1.78 -1.12 0.11
H 6.43 0.26 -2.97
H 7.28 2.34 -3.97

***

x:
63
Properties=species:S:1:pos:R:3 method="wB97M-V/def2-TZVPD" gap_ha=0.3172 total_charge=0 homo_energy_ev=-7.842 lumo_energy_ev=0.79 mol_weight_g_mol=397.51
C 0.69 -0.54 -5.77
C 0.42 0.66 -5.19
C 1.06 0.96 -3.94
C 1.77 0.10 -3.37
C 1.81 -1.22 -3.99
C 1.42 -1.44 -5.20
H 1.60 -2.31 -5.62
H 2.60 -1.99 -3.40
C 2.47 0.41 -2.15
N 2.38 -0.58 -1.12
C 1.29 -1.04 -0.71
H 1.26 -1.97 -0.16
H 0.37 -1.30 -1.71
C 0.33 0.08 0.06
H 0.80 0.49 0.72
O -0.23 1.24 -0.86
C -1.48 0.85 -1.65
H -0.98 0.50 -2.66
C -2.28 1.82 -1.71
O -3.10 2.20 -0.76
C -2.66 2.66 0.31
C -3.42 2.72 1.51
O -3.34 1.44 2.34
C -3.77 0.41 1.61
C -3.67 -1.24 2.54
O -2.42 -1.48 2.60
C -1.65 -0.66 3.26
C -0.08 -1.61 3.46
O 0.75 -0.71 4.17
C 1.99 -1.26 4.25
C 2.91 -0.98 3.06
O 2.54 -1.83 1.85
C 3.57 -1.60 0.91
C 3.26 -0.32 -0.11
H 4.30 -0.10 -0.53
H 3.25 0.45 0.71
H 3.35 -2.65 0.24
H 4.67 -1.35 1.34
H 2.63 0.16 2.79
H 4.10 -0.89 3.24
H 1.97 -2.26 4.33
H 2.69 -0.77 5.07
H 0.26 -1.57 2.27
H -0.47 -2.44 3.67
H -1.26 0.18 2.83
H -2.02 -0.60 4.45
H -4.45 -1.68 2.18
H -4.19 -0.60 3.61
H -3.34 0.00 0.72
H -4.85 0.40 1.29
H -3.40 3.36 2.30
H -4.63 2.64 1.20
H -2.52 3.68 0.32
H -1.74 2.40 0.69
H -1.77 2.97 -1.90
H -2.79 1.88 -2.60
H -1.98 -0.13 -1.24
H -0.51 -0.39 0.45
H 2.07 1.39 -1.64
H 3.57 1.01 -2.11
H 0.78 1.97 -3.70
H -0.10 1.46 -5.81
H 0.19 -0.96 -6.74

***

Stability ranking, top and bottom: w is the most stable and x is the least stable.

***

w:
14
Properties=species:S:1:pos:R:3 method="wB97M-V/def2-TZVPD" gap_ha=0.3020 total_charge=-1 homo_energy_ev=-4.362 lumo_energy_ev=3.86 smiles="CN(C=O)CC(=O)[O-]" mol_weight_g_mol=116.10
C 0.95 -0.02 1.42
N 0.59 -0.32 0.05
C 1.16 0.47 -0.91
O 2.07 1.26 -0.70
C -0.80 -0.75 -0.15
C -1.71 0.29 -0.93
O -1.20 1.42 -1.10
O -2.82 -0.17 -1.24
H 0.83 -0.93 2.03
H 1.98 0.32 1.45
H 0.26 0.70 1.88
H 0.83 0.18 -1.91
H -0.85 -1.68 -0.73
H -1.30 -0.77 0.81

***

x:
14
Properties=species:S:1:pos:R:3 method="wB97M-V/def2-TZVPD" gap_ha=0.1870 total_charge=-1 homo_energy_ev=-3.679 lumo_energy_ev=1.41 mol_weight_g_mol=116.10
O 2.41 -0.36 0.08
C 1.20 -0.36 0.84
O 1.04 0.35 1.96
C 0.14 0.09 -0.23
C -0.83 1.13 0.27
C -1.45 -0.29 -0.08
O -2.23 -0.80 0.89
N 0.55 -0.03 -1.66
H 1.00 -1.45 1.06
H -0.87 1.35 1.34
H -1.28 1.87 -0.36
H -1.81 -0.54 -1.14
H 0.10 -0.76 -2.11
H 2.01 -0.19 -0.87

***

Stability ranking, top and bottom: w is the most stable and x is the least stable.